A molecular structure, C2H3F4InNO4S2 in a non-equilibrium geometry, computed with ωB97M-V/def2-TZVPD.

Last column: Löwdin charge in e.
Element x y z (Å)
N (0.2942, 0.4655, 0.6317)  -0.381
S (1.6765, 1.7526, 0.3499)  0.962
O (2.0783, 1.3487, -1.0806)  -0.499
O (2.6845, 1.2706, 1.3141)  -0.354
S (-0.9145, 0.7512, -0.3820)  0.737
O (-0.6660, 0.1400, -1.7296)  -0.327
O (-1.2855, 2.1544, -0.4373)  -0.212
C (-2.3968, -0.2063, 0.2514)  -0.684
F (-2.2573, -1.4874, -0.0083)  0.188
F (-2.5020, -0.0069, 1.5461)  0.204
F (-3.4576, 0.2617, -0.3705)  0.203
In (1.2008, 0.1778, -2.3178)  1.185
F (1.8512, -1.4692, -2.1158)  -0.282
C (0.8156, -1.0312, 0.9515)  -0.005
H (1.5757, -1.6238, 0.4321)  0.090
H (-0.0721, -1.6571, 1.0878)  0.085
H (1.3749, -0.8405, 1.8773)  0.090

The HOMO energy is -0.5419 hartree. For the energy relative to the best compared isomer or geometry (same formula, charge and spin), the calculation gives 16.9 kcal/mol. Its net charge is +1. Its lowest unoccupied orbital energy is -7.53 eV. The value obtained for the total energy is -49505.8913 eV. Its strongest force on any atom is 4.42 eV/A.



A molecular structure, C2H3FLaLiO in a non-equilibrium geometry, computed with ωB97M-V/def2-TZVPD.

Last column: natural (NBO) charge in e.
Element x y z (Å)
H (1.5817, 0.5803, -1.4029)  0.230
C (1.1923, -0.2240, -0.3639)  0.135
C (-0.2763, -0.4393, -0.2398)  -0.207
O (-0.8450, 0.5679, 0.5873)  -1.121
Li (0.7326, 1.6581, 0.5768)  0.955
La (-3.0487, 0.9219, 1.5787)  1.868
F (1.8782, -1.2184, 0.3543)  -0.286
H (-0.5074, -1.4458, 0.1695)  0.219
H (-0.7074, -0.4007, -1.2600)  0.208

The HOMO energy (spin up / spin down) is -0.6037 / -0.5566 hartree. For the energy relative to the best compared isomer or geometry (same formula, charge and spin), the calculation gives 16.0 kcal/mol. Its net charge is +2. Its lowest unoccupied orbital energy (spin up / spin down) is -9.00 / -9.09 eV. The value obtained for the total energy is -7931.5739 eV. Its strongest force on any atom is 4.62 eV/A.



A molecular structure, C2H3FLiO in a non-equilibrium geometry, computed with ωB97M-V/def2-TZVPD.

Last column: natural (NBO) charge in e.
Element x y z (Å)
H (-0.1125, 1.5454, 0.3787)  0.309
O (-0.7552, 0.1252, 0.1740)  -0.721
C (0.4866, -0.5601, 0.4567)  -0.145
C (0.6302, 0.7260, -0.2135)  0.393
Li (-2.3291, -0.5220, -0.6231)  0.984
H (0.6345, -1.4576, -0.1517)  0.235
H (0.7380, -0.5958, 1.5222)  0.238
F (0.7075, 0.7388, -1.5435)  -0.292

The HOMO energy is -0.5838 hartree. For the energy relative to the best compared isomer or geometry (same formula, charge and spin), the calculation gives 0.0 kcal/mol. Its net charge is +1. Its lowest unoccupied orbital energy is -4.76 eV. The value obtained for the total energy is -7083.3632 eV. Its strongest force on any atom is 4.46 eV/A.



- Which of these has the highest strongest force on any atom?
  C2H3FLaLiO



- Look up the energy relative to the best compared isomer or geometry (same formula, charge and spin) of the second one.
  16.0 kcal/mol



- What is the net charge in the second record?
  +2